{"formula": "BrClH2Si", "method": "ωB97M-V with the def2-TZVPD basis set", "species": ["Cl", "Si", "Br", "H", "H"], "xyz": [[1.8074, 1.7705, -0.4754], [0.2022, 0.4725, -0.4880], [-0.9160, 0.7226, -2.3696], [-0.8624, 0.7994, 0.5646], [1.0148, -0.8943, -0.3303]], "total_charge": 0, "lumo_energy_ev": 0.697, "relative_energy_kj_mol": 0.00, "smiles": "Cl[SiH2]Br"}